Entry 1:
# C42H112B2F8N7O14

9 unconnected molecules or ions with the total composition C42H112B2F8N7O14 in a non-equilibrium geometry (the ωB97M-V functional and the def2-TZVPD basis, the OMol25 dataset).

The geometry in XYZ format:
```
185
C42H112B2F8N7O14, DFT the ωB97M-V functional and the def2-TZVPD basis
C -4.41 -3.20 -2.53
O -3.92 -2.06 -1.95
C -4.96 -1.25 -1.41
C -4.32 0.11 -1.06
N -3.64 0.74 -2.35
H -3.09 1.55 -2.08
H -2.99 0.11 -2.80
C -4.59 1.39 -3.42
C -5.07 2.75 -2.79
O -4.04 3.49 -2.21
C -4.48 4.51 -1.37
H -3.89 -3.37 -3.48
H -5.47 -3.32 -2.73
H -4.37 -4.14 -1.98
H -5.51 -1.81 -0.65
H -5.71 -1.08 -2.18
H -3.54 -0.12 -0.33
H -5.06 0.81 -0.69
H -5.30 0.62 -3.69
H -3.85 1.57 -4.20
H -5.88 2.58 -2.08
H -5.47 3.41 -3.55
H -4.34 4.40 -0.30
H -5.45 5.01 -1.41
H -3.88 5.40 -1.58
C 1.47 -4.11 0.43
O 1.03 -5.29 -0.17
C 1.02 -6.51 0.67
C 0.71 -7.75 -0.30
N 1.71 -8.02 -1.48
H 2.50 -8.58 -1.19
H 1.14 -8.71 -1.96
C 2.17 -7.03 -2.47
C 2.84 -7.69 -3.67
O 3.72 -8.87 -3.54
C 4.86 -8.62 -2.81
H 1.30 -4.10 1.50
H 1.01 -3.35 -0.20
H 2.55 -3.96 0.34
H 0.20 -6.43 1.38
H 2.02 -6.55 1.10
H -0.27 -7.68 -0.76
H 0.68 -8.76 0.10
H 2.81 -6.53 -1.74
H 1.44 -6.33 -2.88
H 3.46 -6.91 -4.11
H 2.11 -7.85 -4.47
H 4.51 -8.41 -1.80
H 5.46 -7.75 -3.07
H 5.53 -9.47 -2.73
C -0.23 4.26 -1.36
O 0.36 4.64 -2.68
C 1.27 5.78 -2.69
C 0.46 7.12 -2.52
N -0.81 7.10 -3.40
H -0.47 7.13 -4.35
H -1.35 6.26 -3.21
C -1.66 8.31 -3.20
C -2.98 8.18 -4.04
O -3.54 6.90 -3.72
C -4.66 6.43 -4.41
H -0.08 3.18 -1.27
H -1.31 4.40 -1.41
H 0.28 4.68 -0.49
H 1.78 5.89 -3.64
H 2.04 5.84 -1.91
H 1.12 7.95 -2.80
H 0.22 7.24 -1.46
H -1.01 9.15 -3.42
H -1.81 8.38 -2.12
H -2.61 8.11 -5.06
H -3.66 9.00 -3.79
H -5.57 6.94 -4.11
H -4.67 5.38 -4.10
H -4.30 6.58 -5.43
C -3.22 -7.66 0.68
O -2.64 -6.47 1.05
C -2.70 -5.34 0.13
C -2.61 -3.92 0.68
N -3.33 -3.80 2.05
H -4.26 -4.00 1.71
H -3.18 -4.51 2.75
C -3.46 -2.38 2.78
C -2.19 -2.02 3.50
O -1.67 -3.15 4.18
C -0.37 -2.97 4.74
H -2.37 -8.13 0.18
H -4.11 -7.51 0.08
H -3.54 -8.06 1.65
H -3.73 -5.29 -0.23
H -2.11 -5.38 -0.78
H -2.87 -3.13 -0.03
H -1.56 -3.71 0.88
H -4.26 -2.61 3.48
H -3.76 -1.57 2.13
H -2.46 -1.25 4.22
H -1.38 -1.58 2.92
H -0.24 -3.74 5.50
H -0.29 -1.99 5.22
H 0.44 -2.97 4.01
C 2.14 -5.51 5.42
O 2.73 -4.18 5.57
C 3.15 -4.00 6.93
C 4.04 -2.75 7.06
N 3.55 -1.66 6.07
H 4.31 -1.06 5.81
H 3.12 -2.07 5.25
C 2.52 -0.62 6.66
C 1.99 0.42 5.58
O 1.93 -0.32 4.40
C 1.39 0.27 3.19
H 2.96 -6.22 5.50
H 1.60 -5.70 4.50
H 1.49 -5.87 6.22
H 3.57 -4.84 7.48
H 2.22 -3.76 7.44
H 4.98 -2.96 6.56
H 4.33 -2.48 8.08
H 2.97 -0.08 7.49
H 1.72 -1.20 7.14
H 2.70 1.20 5.33
H 1.07 0.90 5.93
H 0.99 -0.58 2.62
H 2.22 0.69 2.63
H 0.54 0.95 3.28
C -1.02 3.29 1.79
O -0.24 4.38 2.44
C -1.03 5.37 3.03
C -0.09 6.54 3.49
N 0.55 7.10 2.21
H 0.88 6.38 1.59
H -0.17 7.54 1.66
C 1.76 8.03 2.62
C 2.85 7.26 3.50
O 3.29 6.02 3.02
C 4.09 5.92 1.89
H -0.37 2.74 1.12
H -1.83 3.71 1.21
H -1.46 2.62 2.52
H -1.58 4.99 3.89
H -1.78 5.95 2.50
H 0.68 6.20 4.18
H -0.50 7.48 3.86
H 1.34 8.87 3.18
H 2.21 8.48 1.73
H 2.47 6.99 4.48
H 3.58 8.00 3.81
H 4.48 4.90 1.98
H 4.90 6.65 1.98
H 3.60 5.96 0.92
C 4.56 0.61 -0.01
O 3.73 0.48 -1.11
C 2.71 1.44 -1.31
C 1.96 1.25 -2.66
N 1.18 -0.04 -2.90
H 0.56 -0.09 -2.11
H 0.53 0.04 -3.67
C 1.88 -1.42 -2.96
C 2.24 -1.90 -4.41
O 3.00 -0.82 -4.96
C 3.74 -1.31 -6.11
H 5.20 1.48 0.06
H 5.12 -0.32 -0.05
H 3.97 0.53 0.91
H 3.19 2.42 -1.32
H 2.16 1.59 -0.37
H 2.75 1.14 -3.41
H 1.28 2.08 -2.82
H 1.26 -2.17 -2.49
H 2.79 -1.29 -2.36
H 1.30 -2.07 -4.93
H 2.85 -2.78 -4.23
H 4.43 -0.57 -6.52
H 3.26 -1.58 -7.05
H 4.30 -2.21 -5.88
B -0.61 -0.22 -0.04
F -1.18 -0.21 1.18
F -1.08 0.77 -0.87
F 0.79 -0.27 0.12
F -1.05 -1.43 -0.64
B -1.08 0.49 -4.77
F -1.78 1.10 -5.81
F 0.03 -0.03 -5.32
F -0.83 1.43 -3.77
F -1.75 -0.61 -4.38
```

- Spin multiplicity: 1
- Maximum force: 5.25 eV/A
- Total charge: +5
- Frontier orbital gap: 8.2761 eV

Mulliken population analysis, charges in e, atoms 1 to 99: -0.878, -0.049, -0.850, -0.046, 0.396, -0.057, 0.119, -0.884, -0.756, -0.061, -1.005, 0.359, 0.435, 0.119, 0.488, 0.532, -0.393, 0.516, 0.447, 0.308, 0.551, 0.618, 0.382, 0.413, 0.191, -0.485, -0.183, -0.558, -0.991, -0.046, 0.432, 0.404, -0.633, -0.768, -0.362, -0.584, 0.146, -0.172, 0.482, 0.418, 0.561, 0.349, 0.480, 0.492, 0.293, 0.486, 0.426, 0.156, 0.310, 0.275, 0.656, -0.257, -0.492, -0.753, 0.046, 0.376, 0.219, -0.720, -0.593, -0.246, -0.394, -0.532, -0.186, 0.050, 0.534, 0.287, 0.552, 0.196, 0.442, 0.377, 0.425, 0.416, 0.262, -0.164, 0.418, -0.584, -0.395, -1.015, 0.999, -0.180, 0.487, 0.505, -0.907, 0.104, -0.493, -0.499, 0.159, 0.321, 0.254, 0.671, 0.408, -0.753, -0.056, 0.502, 0.165, 0.619, -0.032, 0.329, 0.276

Entry 2:
# C42H112O14

14 unconnected molecules or ions with the total composition C42H112O14 in a non-equilibrium geometry (the ωB97M-V functional and the def2-TZVPD basis, the OMol25 dataset).

The geometry in XYZ format:
```
168
C42H112O14, DFT the ωB97M-V functional and the def2-TZVPD basis
C 6.66 1.36 -0.95
C 5.36 1.21 -1.64
C 5.30 -0.13 -2.37
O 4.26 1.27 -0.69
H 6.85 0.54 -0.26
H 6.67 2.27 -0.35
H 7.47 1.45 -1.67
H 5.22 1.96 -2.42
H 4.40 -0.33 -2.94
H 5.52 -1.00 -1.74
H 6.16 -0.07 -3.04
H 4.39 2.15 -0.33
C 1.46 0.19 0.34
C -0.12 0.27 0.46
C -0.91 -0.13 -0.74
O -0.65 -0.30 1.64
H 1.84 0.85 -0.45
H 1.76 -0.84 0.17
H 2.17 0.30 1.16
H -0.29 1.32 0.69
H -0.35 -0.32 -1.65
H -1.49 0.75 -1.02
H -1.67 -0.87 -0.50
H -1.57 -0.48 1.43
C -5.92 1.99 -1.12
C -5.51 0.93 -0.21
C -5.46 -0.48 -0.84
O -4.11 1.11 0.15
H -6.90 1.88 -1.60
H -5.32 1.86 -2.02
H -5.73 3.01 -0.78
H -6.19 1.05 0.64
H -6.42 -0.76 -1.28
H -5.26 -1.22 -0.06
H -4.80 -0.62 -1.69
H -3.81 0.71 0.97
C -2.09 4.70 2.91
C -0.58 4.71 3.19
C 0.14 3.40 2.74
O -0.14 5.66 2.30
H -2.50 5.62 2.49
H -2.69 4.47 3.79
H -2.33 3.98 2.12
H -0.46 5.12 4.19
H 1.12 3.39 3.22
H 0.26 3.34 1.66
H -0.32 2.51 3.17
H 0.66 5.34 1.86
C -3.44 0.86 3.39
C -3.85 -0.58 3.09
C -5.39 -0.76 3.07
O -3.29 -0.98 1.86
H -3.71 1.67 2.72
H -2.38 0.87 3.65
H -4.12 1.18 4.18
H -3.56 -1.23 3.92
H -5.95 -0.44 3.95
H -5.56 -1.80 2.81
H -5.69 -0.24 2.16
H -3.51 -1.89 1.67
C -1.99 -3.89 2.30
C -3.34 -4.70 2.04
C -3.95 -5.36 3.28
O -4.27 -3.85 1.39
H -1.92 -3.10 1.55
H -1.08 -4.49 2.27
H -1.94 -3.39 3.27
H -3.21 -5.56 1.38
H -3.54 -6.36 3.42
H -5.03 -5.39 3.18
H -3.64 -4.68 4.08
H -4.48 -4.28 0.56
C -2.81 3.64 -2.68
C -2.37 3.08 -4.03
C -2.90 1.70 -4.40
O -2.66 3.94 -5.12
H -3.71 4.26 -2.71
H -2.07 4.11 -2.04
H -3.25 2.94 -1.97
H -1.28 3.06 -4.13
H -2.43 0.97 -3.74
H -2.63 1.43 -5.42
H -3.97 1.66 -4.23
H -2.13 4.74 -5.11
C 3.93 -2.63 1.86
C 3.68 -4.11 1.60
C 4.51 -5.08 2.40
O 2.34 -4.43 1.71
H 4.97 -2.34 1.67
H 3.81 -2.43 2.93
H 3.18 -1.96 1.44
H 3.96 -4.23 0.55
H 4.01 -6.04 2.39
H 4.40 -4.74 3.43
H 5.54 -5.16 2.07
H 1.98 -3.76 2.31
C 1.57 -0.39 4.40
C 0.67 -1.63 4.73
C -0.73 -1.32 5.26
O 0.40 -2.13 3.47
H 1.55 0.35 5.20
H 1.18 0.08 3.50
H 2.64 -0.55 4.27
H 1.13 -2.35 5.40
H -1.46 -0.97 4.53
H -0.70 -0.70 6.15
H -1.18 -2.27 5.55
H 0.35 -1.41 2.83
C 2.31 -3.15 -2.54
C 1.45 -4.39 -2.88
C 0.60 -4.11 -4.08
O 2.46 -5.35 -3.10
H 2.77 -3.32 -1.57
H 1.70 -2.25 -2.46
H 3.11 -2.81 -3.21
H 0.90 -4.63 -1.97
H 0.11 -5.01 -4.46
H 1.09 -3.74 -4.98
H -0.13 -3.34 -3.82
H 2.62 -5.86 -2.31
C 1.68 7.11 -1.02
C 1.36 5.69 -0.44
C 1.81 4.53 -1.38
O 2.29 5.52 0.59
H 1.19 7.44 -1.94
H 2.73 7.19 -1.29
H 1.39 7.79 -0.21
H 0.29 5.58 -0.25
H 1.25 4.47 -2.31
H 1.82 3.58 -0.83
H 2.81 4.66 -1.79
H 2.30 6.32 1.12
C 1.34 0.91 -3.90
C 1.35 0.16 -5.34
C 0.02 -0.45 -5.68
O 1.77 1.08 -6.38
H 2.26 1.33 -3.48
H 1.07 0.20 -3.13
H 0.58 1.68 -3.80
H 2.03 -0.70 -5.34
H -0.61 0.25 -6.22
H -0.34 -0.79 -4.71
H 0.15 -1.24 -6.41
H 0.96 1.33 -6.83
C 4.82 2.33 2.21
C 4.76 3.85 1.76
C 6.09 4.60 1.76
O 4.42 3.86 0.36
H 5.38 1.62 1.60
H 3.75 2.10 2.29
H 5.20 2.06 3.19
H 4.06 4.36 2.42
H 6.08 5.65 1.48
H 6.85 4.14 1.13
H 6.64 4.64 2.70
H 3.77 4.57 0.36
C -2.82 -3.63 -1.42
C -3.45 -4.93 -1.98
C -2.51 -6.13 -2.04
O -4.55 -5.16 -1.15
H -1.89 -3.37 -1.92
H -2.53 -3.81 -0.38
H -3.47 -2.76 -1.47
H -4.06 -4.74 -2.87
H -2.91 -7.09 -2.36
H -1.84 -6.16 -1.17
H -1.90 -5.93 -2.92
H -5.15 -5.82 -1.49
```

- Spin multiplicity: 2
- Maximum force: 4.36 eV/A
- Total charge: +1
- Frontier orbital gap (alpha / beta): 10.1289 / 3.3220 eV

Mulliken population analysis, charges in e, atoms 1 to 99: -1.491, 0.931, -1.364, 0.364, 0.268, 0.142, 0.509, 0.245, 0.093, 0.322, 0.508, -0.252, -1.393, 2.125, -0.150, 1.942, 0.449, 0.274, 0.046, -0.769, -0.381, 0.258, -0.401, -0.883, -1.426, 0.724, -0.824, -0.517, 0.409, 0.089, 0.364, 0.210, 0.596, -0.078, 0.123, -0.219, -1.138, 0.777, -0.875, -0.583, 0.395, 0.336, 0.018, 0.249, 0.389, 0.302, 0.010, 0.187, -1.170, 0.630, -1.232, 1.750, 0.313, -0.129, 0.588, 0.349, 0.432, 0.310, -0.093, -1.277, -0.091, 0.782, -1.535, -0.456, -0.798, 0.672, -0.002, 0.107, 0.404, 0.357, 0.303, 0.137, -0.745, 0.895, -1.122, -0.619, 0.411, 0.194, -0.205, -0.020, 0.083, 0.375, 0.353, 0.350, -1.233, 0.812, -1.426, -0.488, 0.454, 0.332, 0.137, 0.153, 0.376, 0.277, 0.387, 0.213, -0.907, 0.546, -1.494

The lowest maximum force belongs to which entry? C42H112O14

What is the total charge in the first record? +5

Look up the spin multiplicity of the second one. 2